Formula: C48H58Br2F5N2O6P2S
Source: OMol25
Level of theory: wB97M-V/def2-TZVPD

Last column: Löwdin charge in e.
Cartesian coordinates (Å):
H -2.923 -4.164 4.235  0.121
H 2.623 2.139 -2.020  0.049
H -1.964 7.822 0.488  0.116
H 8.263 -3.299 -0.847  0.119
H 7.142 -5.666 -5.042  0.106
C -4.763 4.653 -3.177  -0.070
C 3.976 -4.235 -0.059  -0.175
C -5.857 -1.485 0.344  0.018
H 0.308 8.893 3.176  0.116
C 0.963 5.561 3.143  -0.110
C 8.437 -3.296 -3.002  -0.080
H 4.645 -3.509 -0.518  0.117
C 0.914 5.321 4.509  -0.084
H 1.708 -0.333 1.808  0.012
H 0.256 -4.479 1.447  0.109
C 2.876 2.412 -1.003  -0.134
C -0.892 8.266 -2.698  -0.017
C 0.480 7.887 3.530  -0.012
C -1.368 -4.472 2.820  -0.184
O 2.340 -2.710 0.810  -0.091
C 1.167 -0.563 0.880  -0.324
H -1.750 -5.400 2.393  0.128
S 2.439 -1.158 3.863  0.438
C -0.677 10.308 -1.440  -0.089
C -4.562 1.922 -3.680  -0.018
C 2.248 1.497 -0.013  -0.738
C -3.808 3.895 -2.513  -0.088
H 6.413 -6.583 -2.845  0.118
O -0.067 -2.435 4.735  -0.159
H -1.721 -1.273 2.201  0.146
H 5.493 -4.928 1.242  0.092
P -1.178 1.339 1.034  0.901
H 8.443 -3.567 -5.130  0.103
Br 2.098 2.257 1.706  0.878
H 4.005 -6.710 1.582  0.081
H -1.308 10.221 0.608  0.105
H -0.830 -4.388 -5.370  0.110
H -4.845 5.713 -2.980  0.109
C 7.389 -5.142 -4.128  -0.080
O -2.657 0.699 1.239  -0.267
H 3.956 2.406 -0.863  0.098
H -1.365 0.654 -1.035  0.038
C -1.804 -1.493 -3.090  -0.271
C -1.340 -3.798 -3.374  -0.069
C -0.530 9.603 -2.627  -0.078
C -1.190 9.673 -0.317  -0.081
C 0.747 6.844 2.657  -0.081
H -1.254 -4.798 -2.969  0.110
H -3.341 -4.059 1.320  0.115
F -1.757 6.357 -1.631  0.035
H 1.842 -4.556 -0.030  0.115
H -2.961 1.944 -2.263  0.065
C -1.105 -3.568 -4.722  -0.074
H -4.509 0.862 -3.891  0.111
H -4.956 -1.041 -0.050  0.062
C 4.460 -4.608 1.336  -0.238
C -1.399 7.664 -1.566  -0.284
H -1.166 -3.676 0.830  0.112
H -5.909 -1.484 3.247  0.092
H 2.451 -4.032 3.906  0.086
C 8.028 -3.800 -1.776  -0.018
C 0.169 -2.450 2.004  -0.352
N -4.416 -2.475 2.112  -0.130
N -0.752 -1.293 1.873  0.163
O -6.150 -3.669 1.189  0.133
H -0.785 7.696 -3.611  0.118
H 9.011 -2.381 -3.037  0.106
H 2.391 -3.338 -1.159  0.092
H 0.526 -2.396 -0.076  0.140
C -2.588 -3.696 3.311  -0.183
H 0.785 7.037 1.593  0.100
C 2.554 -3.736 -0.159  -0.199
C -5.617 4.058 -4.094  -0.007
O 1.528 -3.992 3.604  -0.157
H 1.081 4.323 4.893  0.101
O -1.063 1.459 -0.566  -0.260
H -4.427 -4.545 2.585  0.126
H -0.135 10.096 -3.504  0.107
F -2.146 -0.445 -2.265  -0.004
H -1.893 -2.900 -1.487  0.101
H 2.601 -5.673 1.786  0.054
F -6.328 2.118 -5.211  0.063
H -4.275 -1.108 3.740  0.078
H 1.168 4.751 2.456  0.022
H -1.054 -2.107 -6.293  0.114
C -1.694 -2.748 -2.539  -0.028
C -0.253 -0.279 1.243  -0.206
H 3.801 -5.759 3.051  0.069
C 1.808 0.266 -0.184  -0.672
C -4.919 -1.910 3.387  -0.041
C -3.732 -3.757 2.292  -0.196
H -6.366 4.629 -4.626  0.122
C 3.672 -5.751 1.970  -0.093
H 4.442 -3.721 1.968  0.100
C -0.546 -3.795 1.720  -0.124
C -1.233 -2.286 -5.242  -0.059
H -6.404 -0.748 0.930  0.094
C -1.592 -1.226 -4.421  -0.007
C -3.710 2.535 -2.772  -0.090
H 2.546 3.430 -0.820  0.074
H 0.615 6.195 6.464  0.119
H -1.699 -0.219 -4.801  0.126
C 6.975 -5.661 -2.910  -0.019
H -2.348 -2.673 3.590  0.079
H -6.509 -1.827 -0.453  0.093
H -3.142 4.364 -1.803  0.086
F 6.900 -5.471 -0.567  0.041
F 0.182 8.629 5.737  0.064
C 0.439 7.620 4.884  -0.285
P 1.060 -2.484 3.617  0.262
C 7.305 -4.975 -1.760  -0.290
H 4.020 -5.134 -0.680  0.124
C -5.500 2.702 -4.325  -0.287
H -0.058 -1.548 5.129  0.085
C -1.558 8.336 -0.373  -0.026
Br 1.946 -0.505 -1.901  0.906
H -4.999 -2.677 4.155  0.097
C -5.532 -2.650 1.214  -0.511
H -3.201 0.786 0.444  0.065
C 0.652 6.356 5.395  -0.013
H -0.741 -4.771 3.652  0.099
C 1.109 -2.092 0.798  -0.319
H -0.395 11.350 -1.391  0.104
C 8.119 -3.963 -4.177  -0.092

Results
Total charge: +1
Gap between HOMO and LUMO, Eh: 0.26053
Multiplicity: 1
Lowest unoccupied orbital energy, eV: -3.8
HOMO level, eV: -10.866
E, eV: -249063.9995

Formula: C48H59AsBrN3S2Si2TeTl
Source: OMol25
Level of theory: wB97M-V/def2-TZVPD

Last column: Löwdin charge in e.
Cartesian coordinates (Å):
C -0.151 4.290 -1.218  -0.309
S 0.442 1.170 1.212  0.660
H -3.652 0.950 -0.332  0.136
C -1.871 -0.527 4.008  -0.016
H -2.238 -2.726 -4.068  0.097
C 4.753 -1.521 -3.505  -0.018
C -1.210 -0.541 5.224  -0.063
H -3.514 -0.787 -0.532  0.120
H 3.085 -4.380 -5.444  0.114
C 0.036 1.897 -0.363  -0.946
H -3.673 -6.441 -1.147  0.111
C -2.997 0.091 -0.143  -0.144
H -4.187 4.761 -3.354  0.029
C -1.035 3.793 -3.624  -0.212
H -3.837 -2.369 1.753  0.105
N 2.803 -1.406 -0.291  -0.037
H -2.547 4.226 -7.275  0.034
H -0.366 -0.988 -4.377  0.077
C -4.166 -5.209 -2.830  -0.069
C -1.750 -3.930 -2.345  -0.363
C 5.041 -0.745 0.201  -0.080
H 4.178 -0.832 -4.123  0.088
S 0.437 -2.987 1.755  0.623
C -1.276 1.628 -0.992  -0.347
H -3.928 1.820 -4.138  0.017
C -0.070 -1.314 5.388  -0.071
H -4.372 -3.853 -4.479  0.110
H 2.626 5.475 -4.269  0.034
C 0.410 -2.061 4.328  -0.125
C -2.156 -4.982 -1.531  -0.101
C 4.447 -1.329 -2.050  -0.239
H -2.346 -3.331 1.862  0.077
H -1.110 -0.052 -2.899  0.051
C -2.785 -0.048 1.352  -0.193
C 1.314 -5.347 -0.648  -0.102
H 0.314 5.808 -2.696  0.063
C 1.931 -4.664 -2.889  -0.194
H 2.394 -1.878 -2.253  0.070
C -3.292 2.063 -4.987  -0.178
H -2.099 4.652 -1.979  0.140
H -3.331 6.006 -4.258  0.038
C 3.465 4.951 -0.381  -0.180
C 2.324 -3.651 -5.201  -0.025
H -3.930 2.061 -5.872  0.036
H 0.725 -5.216 0.250  0.050
N -2.035 -1.261 1.663  -0.229
C -2.553 -3.521 -3.404  -0.112
N -1.753 0.253 -0.931  -0.191
Si 2.512 5.704 -1.808  0.489
C 3.029 -6.529 -1.855  -0.055
H -2.194 -1.324 -2.235  0.042
C -3.752 5.004 -4.324  -0.172
C -1.994 -0.249 -2.289  -0.097
H -2.850 -2.679 0.308  0.072
Tl 0.262 -1.070 0.224  0.394
H 2.387 -7.028 0.127  0.112
C 1.155 -4.505 -1.735  -0.298
Br 3.280 -0.840 2.393  0.817
Te 1.578 1.500 -2.013  1.130
H -2.563 1.262 -5.111  0.024
H 1.486 3.400 -0.068  0.059
C -1.768 4.177 -6.517  -0.175
H -1.592 0.047 6.046  0.109
C 2.255 -6.365 -0.715  -0.057
H -2.762 0.073 3.894  0.113
C -3.364 -5.619 -1.777  -0.066
H 4.188 5.150 -3.531  0.034
C 3.728 -1.014 0.567  -0.721
C -1.911 2.560 -1.701  0.014
C 1.042 -1.705 -5.825  -0.059
H 3.483 -5.823 -3.821  0.111
H 3.608 3.875 -0.492  0.014
C -0.246 -2.065 3.098  -0.607
H 0.311 6.382 -1.073  0.087
H 5.808 -1.354 -3.708  0.085
C 0.375 -1.742 -4.607  -0.091
H 2.233 8.044 -2.592  0.035
H -2.862 0.224 -2.756  0.087
H -5.104 -5.708 -3.022  0.110
H -3.775 -0.059 1.830  0.133
H 4.499 -2.532 -3.827  0.074
H -1.044 3.428 -6.836  0.034
H -1.533 -5.319 -0.713  0.099
C 0.626 5.533 -1.686  -0.188
C 0.677 3.126 -0.730  -0.460
H -4.570 5.038 -5.044  0.036
H -1.262 5.141 -6.499  0.033
H -0.350 2.962 -3.823  0.042
C -1.333 3.883 -2.117  -0.297
H -0.618 4.580 -0.263  0.160
H 1.310 -2.649 4.433  0.099
H 5.754 -0.428 0.946  0.107
H -2.851 2.293 -2.161  0.110
H 2.521 -2.630 -7.067  0.112
H 3.867 7.765 -2.008  0.035
C 2.007 -2.661 -6.117  -0.058
C 3.172 -1.560 -1.567  -0.171
H 0.809 -0.932 -6.544  0.110
H 4.453 5.413 -0.356  0.036
As -0.074 -3.035 -1.954  1.341
H 6.410 -0.697 -1.436  0.126
Si -2.474 3.745 -4.844  0.497
H -0.503 4.694 -3.939  0.068
H -2.237 0.817 1.734  0.096
C 5.394 -0.901 -1.124  0.005
H 3.001 5.139 0.586  0.038
C 2.873 -5.682 -2.941  -0.011
H 2.927 3.919 -3.502  -0.021
H 0.450 -1.327 6.334  0.109
C 2.817 7.545 -1.820  -0.180
C 1.667 -3.698 -3.977  -0.206
H 2.552 7.993 -0.863  0.035
H 3.760 -7.322 -1.898  0.111
C -3.758 -4.163 -3.646  -0.065
C -2.813 -2.477 1.380  -0.051
C 3.115 4.990 -3.426  -0.178
C -1.406 -1.289 2.943  -0.315
C 0.681 -2.747 -3.702  -0.322

Results
Total charge: +1
Gap between HOMO and LUMO, Eh: 0.23585
Multiplicity: 1
Lowest unoccupied orbital energy, eV: -3.5
HOMO level, eV: -9.884
E, eV: -235494.0198
Energy relative to the best compared isomer or geometry (same formula, charge and spin), eV: 1.404

Formula: C48H59F3PSbSi4TeZr
Source: OMol25
Level of theory: wB97M-V/def2-TZVPD

Last column: Löwdin charge in e.
Cartesian coordinates (Å):
H 5.647 -2.243 1.185  0.035
C -1.862 0.968 6.906  0.014
H 5.407 2.248 -5.279  0.038
Si 3.656 1.827 -3.535  0.403
H 3.752 -3.257 -0.784  0.034
H 2.524 -1.994 -0.871  -0.038
H -4.806 -0.649 2.345  0.141
C -3.934 2.631 2.405  0.045
C -1.951 1.242 2.499  -0.498
H -4.759 -5.116 1.260  0.113
C 0.203 -2.091 -3.438  -0.031
C -0.371 -1.881 3.530  -0.123
H -5.526 -2.623 -3.945  0.099
H -5.850 -4.749 -2.853  0.126
H -5.846 -0.913 -1.454  0.108
C -0.618 -1.991 -2.322  -0.295
C -2.557 2.498 2.489  -0.080
H -1.530 1.482 -1.694  0.036
H 6.080 1.296 -3.974  0.014
H 2.918 4.232 -3.371  0.017
C -5.687 2.428 -0.993  -0.049
F 0.966 -5.103 2.621  0.113
C -2.023 -0.451 -3.542  -0.088
H 1.294 2.589 5.380  0.092
C -0.183 -3.254 3.501  0.027
H -4.415 3.597 2.421  0.143
C -6.237 1.180 -1.253  -0.050
H -3.426 -3.044 1.075  0.088
C -1.538 0.751 5.581  -0.127
H 6.747 3.888 0.923  0.037
H 6.212 -0.597 1.283  0.024
H 2.135 -0.945 1.458  0.025
H 4.575 -0.981 1.746  0.002
C 0.379 -1.028 2.719  -0.444
H 2.251 3.492 -4.803  0.035
C -2.779 0.106 2.462  -0.259
C 5.355 -1.209 1.027  -0.201
C -5.366 -5.072 -0.799  -0.039
H -1.940 3.387 2.580  0.127
H 6.037 -1.176 -2.982  0.020
C -4.582 -2.470 -3.427  -0.032
C 0.794 -3.782 2.674  -0.249
H -7.300 1.080 -1.413  0.117
H -3.901 3.542 -0.600  0.122
H 3.443 -2.431 -2.292  0.019
C -3.473 1.465 -0.851  -0.333
H 0.672 -3.274 -1.192  0.086
Te 1.161 0.911 -0.390  0.590
H -4.426 -1.403 -3.285  0.046
C 1.623 -2.957 1.927  0.010
H -3.784 -2.850 -4.065  0.103
H 2.810 2.348 2.108  -0.074
H 3.455 -0.559 -4.333  0.022
F -1.355 2.000 8.941  0.099
C -0.284 -2.769 -1.078  -0.062
H -2.877 0.212 -3.583  0.118
C -0.389 1.309 5.031  -0.365
H 3.725 5.362 0.608  0.034
C -1.777 -1.198 -2.391  -0.324
C -5.418 0.065 -1.292  -0.064
H 2.702 0.535 -5.469  0.039
C 5.418 2.125 -4.200  -0.194
Si 4.485 2.967 0.352  0.387
H 2.430 -3.380 1.353  0.119
H -1.743 2.619 -0.328  0.071
C 3.894 2.491 2.113  -0.225
H -1.444 -0.036 -5.551  0.119
C 3.591 4.581 -0.134  -0.208
C -5.315 -4.376 -1.993  -0.016
Si 4.818 -0.946 -0.796  0.412
H 1.883 0.136 -3.974  -0.008
H 3.957 4.967 -1.079  0.020
Sb 0.242 1.193 2.923  1.444
H 2.524 4.404 -0.239  0.017
C -1.036 1.780 7.665  -0.264
Zr -1.139 -0.035 0.583  0.994
C 2.853 0.337 -4.415  -0.212
C -4.043 0.199 -1.108  -0.325
C -3.962 -3.432 0.209  -0.112
C -4.704 -4.589 0.320  -0.064
C -4.716 1.488 2.306  -0.246
H -6.318 3.302 -0.946  0.119
H 7.038 -0.348 -1.806  0.027
C 3.510 -2.292 -1.219  -0.219
Si 3.836 1.238 -1.197  0.353
H -1.042 -3.532 -0.883  0.095
H -2.748 0.535 7.346  0.129
H -2.223 0.148 4.996  0.085
H 5.865 3.021 -3.784  0.025
P -2.903 -1.210 -0.928  1.049
H 6.844 -2.086 -1.727  0.038
H 4.117 3.264 2.842  0.035
H -0.217 -2.091 -0.187  0.001
C 0.413 2.133 5.813  -0.137
C -4.326 2.566 -0.792  -0.046
H 1.559 3.135 -3.234  0.011
C 1.419 -1.589 1.965  -0.208
C 2.491 3.317 -3.760  -0.203
H -5.931 -5.990 -0.740  0.119
C 6.325 -1.156 -1.936  -0.206
H -0.753 -3.908 4.141  0.133
H -1.063 -1.477 4.260  0.091
C -3.894 -2.734 -1.001  -0.310
H 1.073 -2.730 -3.401  0.117
C 0.094 2.380 7.134  0.012
H 0.695 3.034 7.747  0.130
H 0.518 -1.539 -5.483  0.120
H -2.364 -0.900 2.584  0.081
C -2.003 1.607 -0.699  -0.340
C -0.099 -1.411 -4.607  -0.058
C 6.380 3.095 0.281  -0.201
C -4.160 0.219 2.355  0.034
H 4.362 1.576 2.463  0.018
H 6.858 2.177 0.601  0.021
C -4.590 -3.196 -2.123  -0.260
H 6.717 3.308 -0.726  0.023
F -6.035 1.600 2.158  0.121
C -1.200 -0.572 -4.647  -0.041

Results
Total charge: +2
Gap between HOMO and LUMO, Eh: 0.21856
Multiplicity: 1
Lowest unoccupied orbital energy, eV: -6.4
HOMO level, eV: -12.379
E, eV: -114784.4025

Formula: C48H60BN6OsS3Sb
Source: OMol25
Level of theory: wB97M-V/def2-TZVPD

Last column: Löwdin charge in e.
Cartesian coordinates (Å):
H 2.436 -4.525 0.329  0.114
C 5.603 1.685 -1.952  -0.019
H 6.039 1.447 -0.979  0.097
H -1.438 0.232 -6.152  0.108
C -1.762 0.108 2.951  -0.337
C 3.008 -0.732 -3.414  -0.155
H -4.158 -4.292 -1.568  0.107
C -1.247 2.889 -5.534  -0.017
C -3.232 1.617 -4.643  -0.012
N -0.802 -1.372 -1.152  0.227
H -4.244 -2.049 -2.579  0.105
N 2.151 0.273 -1.567  -0.021
C -2.053 -3.459 -3.276  -0.007
C -4.211 -0.824 2.078  -0.033
H 4.007 -0.592 -6.013  0.092
H -1.531 -2.668 -3.815  0.067
H -0.647 -4.656 -0.568  0.146
H -2.526 2.075 2.489  0.085
H 1.786 5.619 4.524  0.132
C 3.023 -1.045 -5.877  -0.011
C -0.449 2.542 -0.691  -0.494
C -1.646 4.782 -0.598  -0.024
H -3.791 -1.554 -0.944  0.080
H -2.946 -3.730 -3.838  0.108
C -1.082 0.425 -5.140  -0.045
C -0.962 -2.290 3.384  -0.055
C 2.350 -1.264 5.415  -0.013
H -1.352 -0.425 -4.510  0.062
C -1.437 4.695 4.990  -0.036
H 3.168 3.874 3.859  0.108
C -2.729 1.012 2.505  -0.121
H 2.090 -2.033 4.672  0.109
C -1.659 3.215 -2.576  0.115
H -3.715 2.558 -4.373  0.092
H -1.941 -0.091 8.369  0.147
C -1.988 -1.276 2.935  -0.299
N -0.498 1.140 -2.590  0.208
H 1.794 -2.131 7.914  0.147
C -0.099 2.838 4.238  -0.375
C -0.969 0.208 6.432  -0.036
C 2.398 3.108 3.784  -0.068
C -3.166 -4.163 -1.134  -0.027
C 0.914 4.978 4.546  -0.004
C -0.379 -3.610 -0.488  0.113
H -3.583 0.838 -3.963  0.082
H 3.154 -1.661 6.030  0.113
H 2.890 -1.772 -6.677  0.107
C -1.070 -0.330 7.768  0.112
C -3.400 -1.802 -1.935  -0.030
H 5.389 2.756 -1.967  0.105
H -3.297 -3.957 -0.068  0.085
H 1.496 -3.219 -5.252  0.107
H -3.564 1.360 -5.649  0.107
H 0.008 0.495 -5.169  0.071
H -1.543 2.671 -6.561  0.107
C -1.256 2.014 -3.213  -0.160
H -0.162 3.011 -5.516  0.098
H -3.444 -2.781 2.488  0.126
H 2.423 2.783 2.725  -0.013
H -1.055 -2.514 4.450  0.097
H -0.761 5.383 -0.379  0.102
H -2.389 5.100 5.304  0.127
C -3.958 0.542 2.071  -0.041
C 4.356 0.885 -2.195  -0.207
C 1.544 -2.486 -4.447  -0.046
C 1.143 -0.945 6.198  -0.170
H 2.724 2.264 4.398  0.077
H -5.175 -1.196 1.755  0.128
C 1.009 -1.490 7.531  0.054
H -2.906 -0.917 -2.338  0.056
S 0.148 2.821 0.931  0.733
H 5.016 -2.311 -4.406  0.090
H 6.348 1.479 -2.717  0.104
C -0.311 5.503 4.941  -0.015
H -2.216 2.732 4.681  0.094
C 3.265 0.942 -1.304  -0.523
H -2.316 5.377 -1.214  0.103
H 3.973 -3.513 -5.148  0.107
H 1.986 -3.874 1.900  0.068
C -1.182 -2.643 -1.127  -0.149
C -1.332 3.356 4.636  -0.121
H 2.709 -0.391 4.863  0.079
N 0.278 -1.032 -0.484  -0.001
H 2.264 -0.268 -5.999  0.086
S 3.345 1.895 0.168  0.769
C 0.101 -0.095 5.655  -0.245
C -2.459 -3.009 -1.859  -0.532
H 0.704 -1.800 -4.556  0.060
H -0.160 -1.564 9.310  0.146
H 0.066 -1.959 3.194  0.019
C 2.885 -1.759 -4.522  -0.541
C 1.045 3.639 4.190  -0.330
H -2.649 -5.117 -1.248  0.091
Sb 0.076 0.811 3.688  1.534
C 0.994 -1.875 0.269  -0.523
H 1.026 -5.164 1.166  0.105
H -1.768 0.850 6.078  0.115
H -4.718 1.237 1.737  0.125
C 4.189 0.039 -3.257  0.118
S 2.260 -1.159 1.248  0.763
C -3.234 -1.717 2.495  -0.025
C -0.065 -1.179 8.303  0.027
H -1.095 -3.234 2.856  0.092
C 4.030 -2.774 -4.348  -0.017
H -2.145 4.576 0.351  0.089
Os 1.554 1.040 1.292  0.623
H 1.428 -3.015 -3.497  0.077
C 0.726 -3.248 0.249  -0.218
H -1.708 3.840 -5.265  0.088
N 1.999 -0.586 -2.583  0.209
N -0.122 1.426 -1.333  0.015
C -1.696 1.725 -4.633  -0.542
H 3.951 -3.302 -3.394  0.093
B 0.868 0.419 -0.677  -0.684
H -0.382 6.547 5.218  0.131
H 4.994 -0.078 -3.972  0.145
H -1.403 -4.338 -3.240  0.098
H -2.266 3.924 -3.126  0.143
C 1.586 -4.254 0.961  -0.011
C -1.269 3.510 -1.302  -0.214

Results
Total charge: +4
Gap between HOMO and LUMO (alpha / beta), Eh: 0.25072 / 0.17463
<S²>: 6.047
Multiplicity: 5
Lowest unoccupied orbital energy (alpha / beta), eV: -11.5 / -13.6
HOMO level (alpha / beta), eV: -18.344 / -18.353
E, eV: -101840.8903